Molecular formula: C3H5NS2
Method: DFT, ωB97M-V/def2-TZVPD

- highest occupied orbital energy (eV) = -9.216
- M (u) = 119.21
- SMILES string = CSSC1=NC1
- energy relative to the best compared isomer or geometry (same formula, charge and spin) (kJ/mol) = 292.40
- LUMO (eV) = -0.030

Structure (XYZ):
```
11
Properties=species:S:1:pos:R:3:forces:R:3
C 0.9613 -1.4936 0.4129 2.52 -0.23 -1.49
S -0.2943 -1.6774 -0.8413 -1.37 0.36 0.28
S -1.8838 -0.7789 0.2208 0.09 -0.58 -0.58
C -1.4105 0.8461 0.0355 2.09 2.68 -1.91
N -1.6033 2.1042 0.0788 0.48 -1.45 0.47
C -0.1993 1.6512 -0.4157 -1.51 -0.13 -1.81
H 0.4454 -1.2456 1.3325 0.42 -1.03 0.55
H 1.5869 -0.5887 0.1954 -0.49 -0.75 0.02
H 1.6760 -2.4206 0.2157 -1.55 1.77 1.40
H 0.5925 1.6341 0.2979 0.55 0.58 0.43
H 0.1290 1.9691 -1.5325 -1.21 -1.22 2.64
```
Positions in Å, forces in eV/Å.

Atom charges from the natural (NBO) analysis, given in e for atoms 1 to 4: C -0.783; S 0.148; S 0.217; C -0.008